[1]
Density functional theory data (ωB97M-V/def2-TZVPD) for a 3-piece molecular cluster, C2H9NO4 overall.

- structure (SMILES) = NCC(=O)O.O.O
- E_HOMO (eV) = -9.83
- calculated total energy (eV) = -11900.3422
- Kohn-Sham gap (eV) = 10.04

The geometry in XYZ format:
```
16
C2H9NO4 | the OMol25 dataset | ωB97M-V/def2-TZVPD
O -1.13 0.29 0.60
C -0.20 -0.36 0.19
O 1.04 0.11 0.08
C -0.35 -1.78 -0.30
N 0.01 -2.79 0.69
H 1.08 1.01 0.44
H -1.37 -1.93 -0.61
H 0.33 -1.91 -1.14
H 0.49 -2.32 1.46
H -0.85 -3.03 1.16
H -2.06 1.12 -0.93
H -1.87 1.83 -2.27
O -2.51 1.31 -1.77
H 3.22 2.66 0.89
H 1.91 3.26 0.49
O 2.27 2.53 1.02
```


[2]
Density functional theory data (ωB97M-V/def2-TZVPD) for a 2-piece molecular cluster, C4H12NO2 overall.

- net charge = -1
- E_HOMO (eV) = -2.51
- calculated total energy (eV) = -9926.9060
- Kohn-Sham gap (eV) = 6.06

The geometry in XYZ format:
```
19
C4H12NO2 | the OMol25 dataset | ωB97M-V/def2-TZVPD
C -1.12 -0.47 -1.56
C -1.21 -0.44 -0.04
N -0.46 0.58 0.67
C 0.95 0.75 0.39
C 1.33 2.21 0.75
O 0.55 3.09 0.12
H -1.38 -1.44 -1.99
H -0.08 -0.32 -1.85
H -1.66 0.36 -2.02
H -2.27 -0.27 0.18
H -1.09 -1.37 0.51
H -0.90 1.49 0.58
H 1.20 0.54 -0.67
H 1.53 -0.02 0.93
H 1.26 2.23 1.88
H 2.43 2.28 0.54
H 0.22 -3.27 1.29
H 0.49 -2.55 -0.05
O 0.22 -3.39 0.33
```


[3]
Density functional theory data (ωB97M-V/def2-TZVPD) for one molecule with the formula C16H19ClNO3P.

- structure (SMILES) = CCCOc1ccc(N[P@@](C)(=O)Oc2ccc(Cl)cc2)cc1
- E_HOMO (eV) = -7.83
- calculated total energy (eV) = -46346.5919
- Kohn-Sham gap (eV) = 8.48

The geometry in XYZ format:
```
41
C16H19ClNO3P | the OMol25 dataset | ωB97M-V/def2-TZVPD
C -6.07 -0.44 0.19
C -4.74 -0.26 -0.53
C -3.91 0.86 0.10
O -2.69 1.08 -0.57
C -1.66 0.20 -0.41
C -0.55 0.41 -1.24
C 0.56 -0.39 -1.16
C 0.61 -1.42 -0.23
C -0.49 -1.64 0.59
C -1.62 -0.84 0.50
H -2.45 -1.05 1.16
H -0.46 -2.44 1.32
N 1.75 -2.24 -0.11
P 3.31 -1.62 -0.34
O 3.60 -1.15 -1.69
O 3.47 -0.46 0.81
C 3.02 0.81 0.54
C 3.65 1.60 -0.41
C 3.18 2.88 -0.66
C 2.10 3.37 0.05
C 1.48 2.59 1.02
C 1.94 1.31 1.26
H 1.46 0.68 2.00
H 0.63 2.98 1.57
Cl 1.51 4.96 -0.26
H 3.66 3.50 -1.41
H 4.48 1.20 -0.97
C 4.38 -2.91 0.36
H 4.18 -3.84 -0.16
H 4.22 -3.03 1.43
H 5.41 -2.62 0.17
H 1.68 -2.91 0.64
H 1.40 -0.22 -1.81
H -0.59 1.23 -1.95
H -3.74 0.66 1.17
H -4.45 1.81 0.01
H -4.17 -1.19 -0.50
H -4.91 -0.01 -1.58
H -6.65 -1.24 -0.27
H -5.91 -0.70 1.23
H -6.65 0.48 0.15
```


[4]
Density functional theory data (ωB97M-V/def2-TZVPD) for C12H25F3NO5P2RuS as an isolated structure.

- net charge = +1
- 2S+1 = 5
- E_HOMO (alpha / beta) (eV) = -10.33 / -12.84
- calculated total energy (eV) = -64713.1175
- Kohn-Sham gap (alpha / beta) (eV) = 7.21 / 5.97

The geometry in XYZ format:
```
50
C12H25F3NO5P2RuS | the OMol25 dataset | ωB97M-V/def2-TZVPD
C 0.94 -1.27 -4.16
C 1.01 -0.81 -2.86
N -0.09 -0.79 -2.09
C -1.29 -1.09 -2.61
C -1.41 -1.47 -3.95
C -0.27 -1.56 -4.74
C 2.19 -0.28 -2.20
P 2.18 -0.13 -0.42
Ru 0.04 -0.15 -0.09
P -2.26 -0.07 -0.23
C -2.57 -1.00 -1.79
O 2.00 2.34 -2.93
O -0.41 2.23 -1.97
H 1.90 -1.31 -4.67
H -2.40 -1.63 -4.37
H -0.31 -1.86 -5.79
C 2.88 -1.57 0.37
C 3.21 1.24 0.08
H -3.37 -0.47 -2.34
H -2.95 -1.99 -1.50
H 2.24 0.74 -2.54
H 3.10 -0.70 -2.56
C -3.26 -0.85 1.11
C -2.97 1.59 -0.46
H 0.53 1.36 -0.39
H -0.50 3.18 -1.93
H 1.04 2.29 -2.84
H 2.12 2.38 -3.91
H -0.11 -1.61 0.41
H -0.41 1.54 -1.20
H 3.93 -1.75 0.13
H 2.81 -1.44 1.45
H 2.31 -2.47 0.14
H 4.26 0.99 -0.03
H 2.95 2.11 -0.53
H 2.97 1.44 1.12
H -4.02 1.50 -0.73
H -2.84 2.10 0.49
H -2.39 2.08 -1.24
H -4.30 -1.00 0.75
H -2.78 -1.81 1.37
H -3.22 -0.17 1.98
F -0.28 0.72 5.69
C 0.54 0.73 4.62
F 1.09 1.95 4.54
F 1.48 -0.22 4.82
S -0.44 0.33 3.08
O -0.93 -1.03 3.23
O -1.44 1.44 2.91
O 0.69 0.46 2.08
```


[5]
Density functional theory data (ωB97M-V/def2-TZVPD) for a 2-piece molecular cluster, ClH5N3PS overall.

- 2S+1 = 3
- E_HOMO (alpha / beta) (eV) = -6.83 / -8.91
- calculated total energy (eV) = -37194.6012
- Kohn-Sham gap (alpha / beta) (eV) = 7.20 / 6.29

The geometry in XYZ format:
```
11
ClH5N3PS | the OMol25 dataset | ωB97M-V/def2-TZVPD
N -1.43 -0.39 0.86
N 1.28 -0.98 0.96
N 0.01 0.15 -1.92
P 0.11 0.24 0.58
S 0.51 1.86 1.62
Cl -0.96 1.47 -2.43
H -1.81 -0.86 0.12
H -2.27 0.32 1.16
H 2.13 -0.49 0.88
H 1.43 -1.70 0.22
H 1.00 0.38 -2.05
```


[6]
Density functional theory data (ωB97M-V/def2-TZVPD) for one molecule with the formula C5H11F2N.

- structure (SMILES) = CNC(C)(C)C(F)F
- E_HOMO (eV) = -9.07
- calculated total energy (eV) = -12287.9405
- Kohn-Sham gap (eV) = 10.05

The geometry in XYZ format:
```
19
C5H11F2N | the OMol25 dataset | ωB97M-V/def2-TZVPD
C -2.02 -0.50 -0.56
C 0.32 0.22 -0.01
C -0.11 0.94 1.26
C 1.51 0.89 -0.59
C 0.82 -1.20 0.31
H -2.29 -0.05 0.42
H -1.98 -1.59 -0.35
H -2.73 -0.20 -1.31
H -0.42 -0.30 -1.76
H -0.93 0.51 1.80
H 0.79 0.77 1.96
H -0.27 2.03 1.01
H 2.23 1.15 0.24
H 1.94 0.20 -1.31
H 1.19 1.82 -1.27
H 1.74 -1.17 0.95
N -0.78 0.16 -0.98
F 1.11 -1.80 -0.84
F -0.10 -1.88 1.04
```


[7]
Density functional theory data (ωB97M-V/def2-TZVPD) for a 11-piece molecular cluster, C3H26NO12 overall.

- net charge = -1
- E_HOMO (eV) = -7.26
- calculated total energy (eV) = -29596.8977
- Kohn-Sham gap (eV) = 9.74

The geometry in XYZ format:
```
42
C3H26NO12 | the OMol25 dataset | ωB97M-V/def2-TZVPD
C -1.60 -1.16 -2.40
N -1.34 -0.21 -1.29
C -0.70 -0.82 -0.12
C 0.29 0.19 0.52
O 0.49 0.06 1.76
O 0.70 1.11 -0.21
H -0.85 -1.97 -2.46
H -1.55 -0.53 -3.29
H -2.59 -1.62 -2.37
H -0.66 0.42 -1.69
H -0.17 -1.75 -0.38
H -1.48 -0.93 0.64
H -2.09 -2.65 -0.56
H -2.62 -3.21 0.75
O -2.85 -3.11 -0.18
H -3.62 -0.96 -0.23
H -3.88 0.43 0.15
O -4.22 -0.46 0.33
H 2.55 -1.52 -0.70
H 3.58 -0.65 -1.44
O 3.03 -1.43 -1.52
H 3.11 -0.59 2.41
H 2.32 0.23 1.53
O 3.26 0.09 1.76
H 0.07 -1.36 2.80
H -1.03 -2.44 2.88
O -0.59 -1.77 3.40
H 0.53 2.83 -0.13
H 0.95 3.62 1.04
O 0.49 3.76 0.19
H 0.68 1.82 2.76
H -0.03 3.17 2.73
O 0.84 2.77 2.86
H 2.60 1.08 -0.58
H 4.03 1.24 -0.10
O 3.47 1.40 -0.86
H -1.09 3.27 0.81
H -1.93 2.01 1.28
O -1.95 2.97 1.18
H 0.66 -1.48 -4.02
H 1.76 -0.92 -3.16
O 1.45 -0.93 -4.08
```